Entry 1:
ORCA calculation (wB97M-V/def2-TZVPD) on a 2-piece molecular cluster, C4H13NO2 overall.

```
20
Properties=species:S:1:pos:R:3:forces:R:3
C 2.084 1.608 0.328 0.1 3.4 -0.8
N 0.744 1.048 0.528 1.7 -2.3 0.1
C 0.834 -0.403 0.261 -0.6 2.0 -0.2
C -0.635 -1.007 0.349 0.1 -2.7 -1.4
C -0.474 -2.504 0.517 0.9 -0.7 1.4
O -1.207 -0.881 -0.938 1.2 0.0 1.5
H 1.961 2.719 0.266 0.0 -0.7 0.4
H 2.474 1.442 -0.673 -0.1 -0.8 0.0
H 2.867 1.473 1.076 -0.4 -0.7 0.2
H 0.490 1.083 1.515 -0.1 0.6 -0.1
H 1.151 -0.657 -0.742 0.6 0.4 -0.2
H 1.523 -0.814 1.003 -0.6 -0.8 0.1
H -1.147 -0.411 1.092 -0.5 0.2 0.2
H -1.387 -3.077 0.520 -0.5 0.1 -0.3
H 0.216 -2.901 -0.225 -0.3 0.2 -0.6
H 0.064 -2.816 1.424 -0.4 0.6 0.2
H -1.210 0.098 -1.131 -1.0 1.2 -0.2
H -1.975 2.143 -0.475 0.0 0.1 0.1
H -0.431 1.735 -0.520 -0.4 0.4 0.3
O -1.304 1.677 -0.981 0.2 -0.4 -0.6
```
Positions in Å, forces in eV/Å.

Computed properties:
charge: +1
energy relative to the best compared isomer or geometry (same formula, charge and spin): 51.7 kcal/mol
Kohn-Sham gap (alpha / beta): 12.23 / 5.62 eV
E_HOMO (alpha / beta): -15.2 / -14.8 eV
LUMO energy (alpha / beta): -2.95 / -9.14 eV
spin multiplicity: 2

***

Entry 2:
ORCA calculation (wB97M-V/def2-TZVPD) on a 2-piece molecular cluster, C2H7ClNP overall.

```
12
Properties=species:S:1:pos:R:3:forces:R:3
C 0.635 1.163 -0.439 -1.2 0.8 2.3
C 1.002 -1.109 0.449 -2.1 4.6 -0.7
N 0.463 -0.214 -0.695 -0.7 -2.6 1.5
P -2.002 -0.856 -0.133 1.4 -0.9 -0.6
Cl -3.166 0.308 -1.273 -0.4 0.5 -0.9
H 0.993 1.390 0.595 -0.3 -0.1 -0.3
H 1.384 1.565 -1.057 0.8 0.7 -1.3
H -0.340 1.697 -0.543 0.8 -0.1 -0.4
H 0.721 -0.661 1.415 0.0 -0.3 -0.1
H 0.625 -2.031 0.310 -1.5 -3.2 -0.3
H 2.022 -1.180 0.429 2.9 0.1 -0.3
H -2.336 -0.073 0.944 0.3 0.5 1.2
```
Positions in Å, forces in eV/Å.

Computed properties:
energy relative to the best compared isomer or geometry (same formula, charge and spin): 58.8 kcal/mol
Kohn-Sham gap (alpha / beta): 8.41 / 7.95 eV
E_HOMO (alpha / beta): -9.1 / -8.1 eV
LUMO energy (alpha / beta): -0.68 / -0.18 eV
spin multiplicity: 1

***

Entry 3:
ORCA calculation (wB97M-V/def2-TZVPD) on C38H88AsF6N5O17 as an isolated structure.

```
155
Properties=species:S:1:pos:R:3:forces:R:3
C -1.747 0.396 -0.799 0.6 0.5 0.5
C -1.640 0.067 0.722 -0.4 0.1 -0.8
N -0.252 0.160 1.219 2.6 -1.0 2.1
C 0.587 1.290 1.199 -1.1 -1.9 -0.4
C 1.759 0.887 1.775 0.4 2.7 -0.4
N 1.693 -0.380 2.192 -2.6 -0.8 -0.7
C 0.440 -0.833 1.910 -0.8 1.7 -1.9
C 2.777 -1.121 2.772 -0.5 -1.8 0.4
H -1.331 -0.343 -1.483 0.0 -0.2 0.3
H -1.198 1.318 -0.992 0.3 0.1 0.1
H -2.744 0.684 -1.133 -0.2 -0.5 0.3
H -1.987 -0.935 0.973 0.0 0.0 -0.1
H -2.264 0.764 1.281 0.2 0.0 0.2
H 0.173 2.143 0.681 0.6 0.4 0.3
H 2.638 1.468 2.011 0.0 0.0 -0.2
H 0.025 -1.823 2.027 0.4 0.1 0.3
H 2.706 -1.063 3.859 0.7 0.4 -0.1
H 3.748 -0.925 2.317 -0.2 0.5 0.4
H 2.539 -2.162 2.554 0.2 -0.2 -0.1
As -2.760 2.530 4.202 0.6 0.1 0.7
F -1.670 2.861 5.585 -0.7 -0.2 -1.4
F -1.491 3.064 3.060 -0.8 -0.3 0.5
F -3.877 2.225 2.847 0.8 -0.2 1.0
F -3.902 1.904 5.428 0.7 0.5 -1.6
F -3.380 4.215 4.239 0.5 -1.8 0.2
F -2.010 0.850 4.000 -1.0 1.6 0.2
C 8.458 1.977 1.402 -0.4 1.2 0.9
C 7.452 2.375 2.532 1.2 -0.9 -1.7
O 7.410 1.296 3.501 0.0 0.6 0.3
C 6.260 1.036 4.096 -5.5 -0.5 -2.4
O 5.080 1.272 3.613 4.4 -0.4 1.7
O 6.449 0.305 5.158 2.8 1.1 0.0
C 5.520 -0.399 5.893 -1.2 -0.8 0.8
H 9.430 1.945 1.895 0.1 -1.4 -0.2
H 8.672 2.832 0.762 -0.7 0.4 -0.1
H 8.080 1.191 0.748 0.6 -0.4 0.4
H 6.475 2.502 2.067 0.0 0.5 0.7
H 7.962 3.214 3.006 -1.0 0.3 0.3
H 5.875 -0.541 6.913 0.4 0.5 -0.1
H 5.503 -1.415 5.497 -0.7 0.1 -0.3
H 4.573 0.131 5.980 -0.2 -0.3 -0.5
C 5.967 -4.404 -0.309 0.7 0.9 0.8
C 5.248 -3.365 0.600 -0.7 -0.8 -1.5
O 4.450 -4.092 1.581 -0.2 -0.6 0.5
C 4.703 -4.019 2.871 1.7 1.8 2.8
O 5.435 -3.151 3.431 -2.2 -2.7 -1.6
O 4.036 -5.003 3.593 -0.1 1.0 -4.3
C 4.238 -5.082 4.959 1.3 1.0 0.4
H 6.506 -3.921 -1.124 0.0 0.5 0.1
H 5.315 -5.090 -0.850 -0.3 -0.2 0.7
H 6.741 -4.877 0.297 -0.2 -0.6 -0.2
H 4.536 -2.894 -0.077 -0.2 0.3 0.6
H 5.851 -2.584 1.064 0.2 -0.5 0.1
H 3.559 -5.840 5.349 0.1 0.3 0.1
H 4.130 -4.056 5.311 -0.4 -0.3 0.9
H 5.294 -5.326 5.080 -0.1 -0.4 0.6
C -4.290 -3.337 5.084 1.3 -0.3 0.5
C -5.172 -2.241 4.613 -1.9 0.8 0.9
O -4.608 -1.621 3.519 0.5 2.6 -4.9
C -5.381 -0.839 2.617 -2.4 -1.2 0.0
O -6.601 -0.619 2.724 3.8 -0.5 0.2
O -4.667 -0.529 1.470 0.5 -1.3 3.2
C -5.288 0.218 0.469 -0.8 0.9 -1.0
H -4.606 -3.715 6.056 -0.3 -0.1 -0.1
H -3.291 -2.936 5.252 0.1 0.2 0.1
H -4.117 -4.165 4.397 -0.5 0.0 -0.2
H -5.261 -1.437 5.343 -0.1 -0.3 0.6
H -6.192 -2.547 4.379 -0.1 -0.3 0.0
H -6.102 0.846 0.831 0.1 -0.2 0.2
H -5.664 -0.416 -0.334 -0.2 -0.2 0.2
H -4.552 0.864 -0.010 0.1 0.0 0.3
C -4.873 5.152 -3.492 0.4 0.4 -0.1
O -3.760 5.474 -2.691 1.0 -1.4 0.4
C -3.770 6.629 -1.908 0.4 0.7 0.3
C -2.745 6.638 -0.738 -0.7 -0.7 0.5
N -1.424 6.308 -1.170 1.8 -0.2 -2.4
C -0.607 5.549 -0.237 -2.0 1.1 2.3
C 0.701 4.918 -0.561 0.4 0.6 -0.7
O 0.500 3.783 -1.379 0.1 0.0 -0.2
C 1.663 3.105 -1.841 -1.0 0.1 0.6
H -5.386 4.272 -3.104 -0.1 0.1 0.1
H -4.474 4.946 -4.486 -0.2 -0.2 -0.1
H -5.568 5.986 -3.591 -0.1 0.1 0.1
H -4.787 6.754 -1.536 0.1 0.6 0.2
H -3.421 7.421 -2.570 -0.5 0.7 0.0
H -3.040 5.978 0.077 -0.5 -0.7 0.0
H -2.739 7.596 -0.218 -0.2 0.5 -0.4
H -1.499 5.702 -1.975 -0.2 0.1 -0.4
H -1.366 4.903 0.204 0.6 -1.3 0.4
H -0.433 6.217 0.607 0.4 0.2 0.2
H 1.272 4.744 0.351 -0.4 -1.0 0.6
H 1.389 5.657 -0.972 -0.1 0.2 -1.1
H 2.306 2.938 -0.977 0.5 -0.1 -0.1
H 2.170 3.611 -2.663 0.1 0.3 0.1
H 1.277 2.151 -2.201 0.2 -0.1 -0.1
C -3.250 -2.442 -2.040 0.0 -0.6 -1.9
O -3.187 -1.652 -3.287 -0.8 0.4 1.6
C -2.200 -1.949 -4.266 0.4 -1.1 1.4
C -1.990 -0.842 -5.243 -1.9 0.3 -0.8
N -3.145 -0.686 -6.199 1.3 -0.2 -0.7
C -2.718 0.183 -7.312 -1.9 -0.3 -0.7
C -4.019 0.496 -8.216 1.1 1.6 2.3
O -4.844 1.291 -7.319 -0.7 -0.3 0.0
C -5.913 2.015 -7.955 1.1 -0.4 -0.2
H -3.510 -3.464 -2.316 0.1 -0.3 -0.1
H -4.078 -2.131 -1.404 0.2 0.7 -0.2
H -2.324 -2.501 -1.468 0.2 0.5 -0.2
H -2.441 -2.908 -4.725 -0.1 0.0 -0.4
H -1.266 -2.069 -3.718 0.5 -0.2 0.0
H -1.132 -1.063 -5.879 0.1 -0.3 0.1
H -1.727 0.049 -4.673 -0.2 0.5 0.0
H -3.971 -0.191 -5.897 0.1 -0.2 1.1
H -1.962 -0.290 -7.939 0.1 -0.1 0.1
H -2.336 1.078 -6.820 0.1 0.6 -0.8
H -4.508 -0.430 -8.520 -0.1 0.0 -0.1
H -3.823 1.192 -9.031 0.5 -0.5 -0.5
H -6.551 2.511 -7.223 0.1 -0.5 0.2
H -6.467 1.347 -8.615 -0.3 0.1 0.1
H -5.476 2.814 -8.555 0.0 0.1 -0.3
C 0.671 -4.425 1.707 0.8 -0.8 -1.3
O 1.206 -3.763 0.546 0.7 1.6 0.5
C 0.559 -3.910 -0.714 -1.4 -2.6 1.3
C 1.388 -3.513 -1.880 -0.5 -1.0 1.4
N 1.646 -2.149 -1.722 1.2 1.7 -0.9
C 2.771 -1.776 -2.599 0.0 1.1 1.1
C 3.514 -0.559 -2.044 1.3 0.8 -0.3
O 4.296 -0.710 -0.866 -0.7 -1.3 0.2
C 4.864 0.448 -0.319 -1.3 0.3 0.8
H 0.547 -5.472 1.429 -0.4 -0.2 0.1
H -0.259 -4.048 2.132 0.0 0.4 -0.2
H 1.476 -4.444 2.442 -0.1 0.4 0.1
H -0.436 -3.472 -0.649 -0.1 0.1 -0.3
H 0.538 -4.996 -0.812 -1.1 -0.4 -0.2
H 0.938 -3.798 -2.831 -0.2 0.1 0.0
H 2.240 -4.170 -1.705 0.9 0.0 -0.6
H 1.931 -2.058 -0.757 0.2 0.4 0.2
H 2.384 -1.362 -3.531 -0.1 -0.4 -0.3
H 3.343 -2.686 -2.778 0.7 0.3 -0.2
H 2.777 0.238 -1.943 -0.3 0.1 0.4
H 4.284 -0.152 -2.699 -0.4 -0.2 -1.2
H 5.486 1.091 -0.942 0.7 -0.7 -0.4
H 5.282 0.087 0.620 0.7 0.4 -0.2
H 4.086 1.158 -0.034 -0.5 0.1 0.2
C -4.886 1.300 -3.773 0.7 0.6 -1.7
O -5.028 0.447 -2.733 -1.3 -0.8 2.8
H -5.129 0.783 -4.701 0.2 0.3 -0.4
H -5.530 2.179 -3.734 -0.3 -0.3 0.5
H -3.873 1.701 -3.772 0.3 0.1 -0.5
H -4.624 -0.414 -2.857 0.4 0.1 -0.7
C 0.967 -3.152 5.799 -1.4 1.3 0.2
O 0.135 -2.625 4.743 0.7 -0.3 -0.5
H 1.780 -2.457 6.011 0.6 -0.5 -0.3
H 0.332 -3.030 6.677 0.2 -0.9 0.4
H 1.234 -4.184 5.573 0.1 0.3 0.1
H 0.299 -1.680 4.709 -0.3 0.2 0.0
```
Positions in Å, forces in eV/Å.

Computed properties:
Kohn-Sham gap: 8.41 eV
E_HOMO: -8.2 eV
LUMO energy: 0.18 eV
spin multiplicity: 1

***

Number 1: largest force on an atom 3.5 eV/A. Number 2: largest force on an atom 5.1 eV/A. Number 3: largest force on an atom 6.0 eV/A.